This record from OMol25 describes a 2-piece molecular cluster, C10H14F2N2 overall in a non-equilibrium geometry. The level of theory is ωB97M-V/def2-TZVPD.

XYZ file:
```
28
Properties=species:S:1:pos:R:3:forces:R:3
F -0.3878 -0.4322 0.5832 -0.029 -0.047 -2.129
F -2.3303 -0.6418 -0.2847 -0.334 0.875 -0.912
N -2.8199 -3.0805 -2.1649 -0.384 -0.371 -0.627
N 2.1895 1.0690 -1.6006 0.419 -0.367 -0.863
C 1.7570 1.5297 -0.6485 -0.727 0.184 1.522
C 1.9619 2.1439 1.7991 3.063 -1.396 -0.639
C 0.5723 -2.2240 -1.9594 -1.227 -1.346 1.579
C 1.1414 2.0514 0.5668 0.983 0.619 -0.865
C -0.8771 3.2089 1.5407 1.044 -1.175 -1.535
C -1.0374 -0.7270 -0.6918 -0.437 -0.982 4.697
C -0.7795 -2.1643 -1.0104 4.807 0.126 -0.004
C -0.0320 2.6095 0.4237 -2.116 0.739 -0.538
C -0.6023 -3.0125 0.2917 -0.493 0.203 -0.458
C -1.8414 -2.6793 -1.7315 -2.246 -0.805 -0.957
H 1.6628 1.4959 2.5966 -0.354 -1.013 0.193
H -1.3561 4.0658 1.0614 -0.249 0.042 0.709
H -0.4552 -4.0690 -0.0383 0.342 0.889 0.713
H -1.5886 2.3418 1.6203 0.172 1.179 0.992
H 3.0200 1.7693 1.4205 -1.801 1.071 1.461
H -1.5184 -2.9499 0.8741 -0.388 -0.234 -0.223
H -0.5590 2.5705 -0.5556 0.557 -0.014 0.668
H -0.7041 -0.0218 -1.3928 0.041 1.228 -0.941
H -0.2128 3.4659 2.3990 -1.149 -0.307 -0.375
H 1.3448 -1.6031 -1.5491 0.192 0.705 0.067
H 0.9650 -3.2445 -1.8557 -0.234 0.136 -0.223
H 2.0140 3.0835 2.3403 0.157 0.568 -0.741
H 0.0969 -2.5170 0.9755 0.535 -0.802 -0.615
H 0.3763 -2.0382 -3.0096 -0.146 0.297 0.044
```
Positions in Å, forces in eV/Å.

Calculated values
**Charge**: 0
**Molecular weight**: 200.232 u
**E_HOMO**: -9.900 eV
**ΔE to the lowest compared entry with this formula, charge and spin**: 36.9 kcal/mol

Results of the Mulliken charge analysis, in e, for atoms 1 through 4: number 1, F, carries -0.343; number 2, F, carries -0.298; number 3, N, carries -0.498; number 4, N, carries -0.521

This record from OMol25 describes a 2-piece molecular cluster, C2H6N2O2 overall in a non-equilibrium geometry. The level of theory is ωB97M-V/def2-TZVPD.

XYZ file:
```
12
Properties=species:S:1:pos:R:3:forces:R:3
O 3.5289 1.3919 4.7763 -2.099 0.292 0.680
O -1.7465 -1.4014 -3.6161 -0.339 1.924 -0.678
N 2.5347 -0.4666 4.1752 -2.097 -2.256 -0.611
N -2.9993 -0.0001 -4.8568 -1.391 0.906 -1.707
C -2.0368 -0.2548 -3.9984 1.650 -2.295 2.334
C 2.4690 0.7661 4.6583 3.091 1.129 -0.183
H 3.3644 -1.0613 4.1077 -0.475 0.881 -0.019
H -1.5319 0.6348 -3.5496 -0.222 -0.292 -0.450
H 1.6108 -0.8519 3.9646 0.893 -0.449 0.112
H -3.1242 0.9497 -5.2158 -0.044 -0.807 0.225
H 1.4147 1.0767 4.8573 0.687 0.402 0.018
H -3.4836 -0.7831 -5.3027 0.346 0.564 0.280
```
Positions in Å, forces in eV/Å.

Calculated values
**Charge**: 0
**Molecular weight**: 90.082 u
**E_HOMO**: -9.927 eV
**ΔE to the lowest compared entry with this formula, charge and spin**: 19.3 kcal/mol

Results of the Mulliken charge analysis, in e, for atoms 1 through 4: number 1, O, carries -0.588; number 2, O, carries -0.584; number 3, N, carries -0.334; number 4, N, carries -0.322